A:
Formula: C33H46Cl3IrN4O2SSi
Source: the OMol25 dataset
Level of theory: wB97M-V/def2-TZVPD

**HOMO energy (alpha / beta)**: -10.311 / -10.285 eV
**Frontier orbital gap (alpha / beta)**: 0.19948 / 0.15447 hartree

The geometry in ORCA input format:
```
! wB97M-V def2-TZVPD RIJCOSX def2/J DEFGRID3
* xyz 1 2
Ir -0.07797 -0.27152 -0.16720
C 2.84174 1.70022 -2.77803
C 2.24348 2.14021 -1.44282
C 3.33248 2.64949 -0.49342
C 1.20303 3.21573 -1.60106
C 1.42504 4.27776 -2.45449
C 0.52146 5.32462 -2.53958
C -0.64928 5.28458 -1.80218
C -0.92180 4.25105 -0.92393
C -2.26466 4.21521 -0.23548
C -3.38678 4.22662 -1.27811
C -2.41694 5.39679 0.72804
C 0.05152 3.22262 -0.77163
N -0.11898 2.21840 0.14169
C -0.51346 2.44549 1.36207
C -0.88703 1.41651 2.23179
C -1.23024 1.50201 3.61197
C -1.47919 0.22077 4.02062
C -1.29648 -0.63214 2.88688
N -0.96532 0.10395 1.82510
C -1.42342 -2.11915 2.84436
C -2.58190 -2.46455 1.89497
C -1.68920 -2.72191 4.22567
C -0.11079 -2.69698 2.29468
H 3.41664 0.78718 -2.64111
H 3.50754 2.46066 -3.17644
H 2.05584 1.50144 -3.50274
H 1.75485 1.26350 -0.98549
H 3.81807 3.53037 -0.90910
H 4.08130 1.87812 -0.34443
H 2.90067 2.91432 0.46959
H 2.32545 4.30606 -3.04472
H 0.72899 6.16506 -3.18169
H -1.36446 6.08455 -1.91473
H -2.36209 3.28893 0.34100
H -3.42657 5.17633 -1.80371
H -4.34630 4.06753 -0.79355
H -3.23401 3.43605 -2.00803
H -2.37734 6.34261 0.19386
H -1.62597 5.40160 1.47582
H -3.37515 5.33098 1.23667
H -0.49408 3.45595 1.76765
H -1.27525 2.40204 4.19403
H -1.75482 -0.10485 5.00229
H -3.52844 -2.11905 2.30470
H -2.62781 -3.54132 1.76477
H -2.42761 -1.99525 0.92578
H -2.61178 -2.34311 4.65751
H -0.86976 -2.51358 4.90899
H -1.78037 -3.80168 4.13208
H 0.05720 -2.35875 1.27351
H -0.15334 -3.78156 2.29217
H 0.72729 -2.38277 2.91249
C 6.49347 0.37364 0.07439
C 6.03412 -0.37161 1.32513
N 4.71335 0.04082 1.77381
C 4.64365 0.78742 3.01356
C 5.23098 2.19035 2.89753
C 3.63872 -0.32102 1.07451
S 2.07641 0.16123 1.63861
N 3.84502 -1.04138 -0.01672
C 2.92527 -1.60629 -0.78079
O 1.67803 -1.56519 -0.62887
C 3.43725 -2.42835 -1.90215
C 4.77613 -2.81157 -1.97559
C 5.19744 -3.63392 -3.00471
C 4.29306 -4.08433 -3.95475
C 2.96488 -3.69153 -3.89433
C 2.53542 -2.86718 -2.87364
H 7.50195 0.05951 -0.18426
H 6.49919 1.44894 0.24152
H 5.83727 0.14482 -0.76280
H 6.73342 -0.19032 2.14222
H 6.00862 -1.44332 1.11649
H 5.18348 0.22357 3.78256
H 3.59432 0.85327 3.31267
H 6.29999 2.16297 2.70983
H 5.07126 2.72064 3.83173
H 4.74499 2.73622 2.09521
H 5.46302 -2.47216 -1.21656
H 6.23231 -3.93816 -3.06240
H 4.62400 -4.74435 -4.74195
H 2.26190 -4.03638 -4.63838
H 1.50608 -2.53956 -2.83126
O -0.86516 -2.71227 -0.83320
H -1.53168 -2.86665 -1.50674
H -0.03977 -3.09862 -1.14671
Cl -3.27687 -0.27617 -2.02984
Si -1.24683 0.11571 -2.28821
Cl -0.70142 -1.23849 -3.77473
Cl -1.21381 1.89807 -3.34539
*
```


B:
Formula: C33H46Cl3IrN4O2SSi
Source: the OMol25 dataset
Level of theory: wB97M-V/def2-TZVPD

**HOMO energy (alpha / beta)**: -10.928 / -10.855 eV
**Frontier orbital gap (alpha / beta)**: 0.25676 / 0.18657 hartree

The geometry in ORCA input format:
```
! wB97M-V def2-TZVPD RIJCOSX def2/J DEFGRID3
* xyz 1 2
Ir -0.16715 0.13558 -0.08194
C 1.32980 -3.91352 -1.10776
C 1.23126 -3.12614 0.19866
C 0.79930 -4.02914 1.35791
C 2.51844 -2.42582 0.57749
C 3.71929 -3.11927 0.48747
C 4.90226 -2.56185 0.93525
C 4.89928 -1.28189 1.45968
C 3.73358 -0.52692 1.53967
C 3.88676 0.91082 2.04416
C 4.95168 1.69834 1.27265
C 4.23906 0.93143 3.53601
C 2.53489 -1.13999 1.11165
N 1.29368 -0.40495 1.25636
C 1.12535 0.12638 2.43215
C 0.12441 1.08953 2.57281
C -0.37674 1.79732 3.64413
C -1.43132 2.56445 3.13425
C -1.56997 2.30155 1.78146
N -0.56957 1.39623 1.41150
C -2.65133 2.89933 0.91086
C -2.00773 3.71241 -0.22110
C -3.51301 3.86011 1.73517
C -3.59140 1.78912 0.41356
H 0.33608 -4.23252 -1.42678
H 1.93475 -4.81395 -0.99344
H 1.76637 -3.31206 -1.90791
H 0.46093 -2.36612 0.06376
H 1.55782 -4.79312 1.53916
H -0.14149 -4.53359 1.12939
H 0.67295 -3.45365 2.27780
H 3.72306 -4.12191 0.08151
H 5.82453 -3.12491 0.87997
H 5.83150 -0.84374 1.79135
H 2.94775 1.45063 1.91152
H 5.95085 1.30337 1.46061
H 4.94315 2.73863 1.60092
H 4.77938 1.68270 0.19991
H 5.20461 0.45346 3.70649
H 3.50691 0.40504 4.15153
H 4.30732 1.95851 3.89684
H 1.76309 -0.17040 3.25386
H -0.01897 1.75370 4.66029
H -2.05617 3.23531 3.69559
H -1.46412 4.56191 0.19548
H -2.77808 4.09669 -0.89236
H -1.30692 3.12447 -0.80105
H -2.92771 4.68618 2.14094
H -4.01493 3.34815 2.55727
H -4.28034 4.28497 1.08787
H -3.10074 1.06664 -0.22539
H -4.41399 2.23308 -0.15014
H -4.01386 1.25129 1.26446
C -2.00158 -6.09421 1.00409
C -3.08259 -5.04485 1.20037
N -2.59312 -3.74259 1.69635
C -2.90498 -3.44332 3.09752
C -2.10808 -4.31247 4.05716
C -1.97575 -2.90048 0.87576
S -1.47421 -1.36865 1.54929
N -1.78528 -3.36083 -0.36839
C -1.39936 -2.62760 -1.39138
O -1.16062 -1.36709 -1.34555
C -1.33654 -3.33264 -2.69397
C -1.83287 -4.63268 -2.81162
C -1.78326 -5.28591 -4.02975
C -1.24186 -4.64901 -5.14006
C -0.74757 -3.35750 -5.02893
C -0.79911 -2.70169 -3.80994
H -2.47102 -7.03413 0.71188
H -1.44338 -6.26866 1.92408
H -1.30593 -5.79957 0.22106
H -3.80008 -5.38647 1.94554
H -3.62357 -4.86957 0.27150
H -3.97818 -3.59597 3.22794
H -2.70990 -2.39218 3.29088
H -2.36394 -5.36698 3.95325
H -2.32471 -4.01832 5.08371
H -1.03757 -4.19736 3.88345
H -2.25681 -5.11750 -1.94421
H -2.16995 -6.29226 -4.11764
H -1.20932 -5.16031 -6.09311
H -0.32272 -2.86187 -5.89156
H -0.40671 -1.70310 -3.71270
O -1.44406 1.05602 -1.62660
H -1.02252 1.62235 -2.28932
H -1.75043 0.24791 -2.08548
Cl 1.51616 2.82294 -1.36064
Si 1.47771 0.78233 -1.61217
Cl 0.87244 0.46428 -3.56703
Cl 3.38892 0.13772 -1.68573
*
```


What is the stability order? It is B, A, from most stable to least stable.


A:
Formula: H37O18
Source: the OMol25 dataset
Level of theory: wB97M-V/def2-TZVPD

**HOMO energy (alpha / beta)**: -2.493 / -10.072 eV
**Frontier orbital gap (alpha / beta)**: 0.09321 / 0.36906 hartree

The geometry in ORCA input format:
```
! wB97M-V def2-TZVPD RIJCOSX def2/J DEFGRID3
* xyz 0 2
O -4.26392 0.54937 -1.00163
H 1.12875 -4.99024 0.02729
H -4.85922 0.32586 -1.76462
O 3.31825 -1.51515 -0.06398
H -0.14667 4.35147 1.11032
O -4.63639 3.39769 -1.18703
H -5.38135 2.80073 -0.88635
H -0.75307 -4.53857 -1.23052
O 1.06488 -2.77476 4.59809
H 4.27214 -1.67309 -0.24607
H 0.37058 -2.49607 5.25869
O -1.00390 0.91578 1.44217
H -1.64777 1.01675 0.64984
H -1.63460 1.17500 2.13598
O -1.13923 4.60151 0.99321
H -1.31140 4.62105 -0.01251
H -1.63990 -3.55210 -1.90329
O -2.11366 -0.28904 -4.49185
H 1.98002 -0.29370 -1.51832
H -2.74244 3.25641 -0.62620
O -3.80073 -3.40132 -1.93571
H -4.45028 -3.17065 -1.27875
H -4.10520 -4.10117 -2.50901
O 3.42438 2.28747 3.14961
H 3.72950 2.04604 4.03121
H -0.07275 2.42163 0.35970
O -0.72726 -3.61183 -1.64183
H -2.03668 -0.66486 -5.36123
H 0.29125 -3.08738 4.06502
O 1.56832 0.55034 1.38659
H 1.58962 0.45037 0.28979
H 1.94682 1.45230 1.49518
O -0.18225 -5.19697 1.90517
H -0.74033 -5.87951 2.25954
H 0.00093 -4.46167 2.47602
O 0.57509 -5.58603 -0.47761
H 4.17904 2.79392 2.82278
H 0.58215 -6.39043 0.03986
O 3.66348 3.71525 -1.21010
H 3.77899 3.03824 -1.93605
H 2.88083 3.40912 -0.71474
O 5.08721 0.58273 0.53653
H 5.89528 0.75322 1.00836
H 5.01546 1.19982 -0.18643
O 0.65477 3.04551 0.30105
H -3.47470 -0.00507 -1.13859
H 0.52063 0.65079 1.36703
O -2.01527 3.23139 -1.25002
H -5.06508 4.07888 -1.69831
H -2.53479 3.28277 -2.05674
O 1.27119 -0.31095 -0.86688
H 3.57453 -0.62782 0.26696
H 1.11813 -1.26512 -0.61382
H -1.29304 0.02182 -4.12385
H 0.28967 3.86029 -0.04398
*
```


B:
Formula: H37O18
Source: the OMol25 dataset
Level of theory: wB97M-V/def2-TZVPD

**HOMO energy (alpha / beta)**: -1.966 / -10.255 eV
**Frontier orbital gap (alpha / beta)**: 0.07586 / 0.37794 hartree

The geometry in ORCA input format:
```
! wB97M-V def2-TZVPD RIJCOSX def2/J DEFGRID3
* xyz 0 2
O 3.38211 3.36724 2.31253
H -4.03643 -2.43538 4.42808
H -3.69773 -2.11153 2.00349
O -3.93835 -2.83575 1.40241
H 3.97933 2.98606 2.95708
O -0.23707 2.87822 -5.08424
H -0.36872 2.27070 -4.35017
H 0.10684 -1.99731 -3.05586
O -1.86119 3.35101 -3.10353
H -2.45911 3.81589 -3.70223
H -2.03371 3.77753 -2.25258
O -1.25632 -2.54079 -2.76468
H -1.22216 -3.31033 -2.19245
H -1.93260 -1.86965 -2.60797
O 1.80091 -0.41985 -0.56437
H 1.31107 0.36359 -0.27726
H 2.68287 -0.10587 -0.16521
O 2.07772 -4.08380 1.25730
H 4.34104 0.98779 0.98286
H 1.77282 -3.64636 -0.64514
O 1.74748 3.34849 -2.29954
H 2.62850 3.21921 -2.66962
H 1.99610 4.10798 -1.75231
O -4.18036 1.23565 3.31668
H -3.48959 1.56889 3.90047
H 0.96402 -0.78771 -2.77829
O 1.15755 -2.92790 -0.89175
H 2.72519 -4.48945 1.83229
H 1.63809 -2.19125 -0.42687
O -1.52416 -0.09051 -3.27368
H -2.21244 0.56870 -3.03313
H -1.76005 0.06498 -4.20775
O 4.67422 -1.82588 -1.14115
H 5.10284 -2.41329 -0.51780
H 3.84736 -2.21128 -1.44252
O -4.00046 -1.66685 3.85397
H -4.86718 1.89801 3.35476
H -4.77372 -1.12866 4.05154
O 0.33591 2.69423 3.57470
H 0.40132 3.14561 4.40982
H -0.54340 2.91448 3.24457
O -2.18978 0.65655 1.56992
H -2.95732 0.14215 1.83617
H -2.48493 1.15037 0.79538
O 1.11660 -1.72950 -3.00031
H 2.48149 3.35502 2.65515
H 1.27145 -2.20379 -1.97633
O 3.83711 0.79445 0.17951
H -0.08153 3.70170 -4.61725
H 4.58323 0.76015 -0.43731
O 0.09622 -1.31504 2.57049
H -0.82643 -1.11225 2.70458
H 0.60070 -0.72917 3.13517
H 1.16288 -4.01480 1.53958
H -4.88820 -2.93071 1.36278
*
```


What is the stability order? It is B, A, from most stable to least stable.


A:
Formula: C3H9O5
Source: the OMol25 dataset
Level of theory: wB97M-V/def2-TZVPD

**HOMO energy**: -5.481 eV
**Frontier orbital gap**: 0.34571 hartree

The geometry in ORCA input format:
```
! wB97M-V def2-TZVPD RIJCOSX def2/J DEFGRID3
* xyz -1 1
O 0.56780 -1.40319 0.54700
C 0.12071 -0.64023 -0.34280
O -1.06291 -0.28301 -0.56397
C 1.21203 -0.05905 -1.25007
C 0.79316 0.90508 -2.36881
O -0.18938 1.80658 -1.89156
H 1.76856 -0.90934 -1.59349
H 1.98107 0.43584 -0.58948
H 1.53115 1.46741 -2.89031
H 0.20867 0.40784 -3.19316
H -0.77223 1.19684 -1.37159
H -2.22770 1.69541 1.40906
H -1.29729 0.40767 1.73443
O -1.55054 1.30634 1.96968
H -0.31968 -2.25150 3.02930
H 0.53982 -1.31263 2.15864
O 0.44165 -1.66153 3.08475
*
```


B:
Formula: C3H9O5
Source: the OMol25 dataset
Level of theory: wB97M-V/def2-TZVPD

**HOMO energy**: -4.878 eV
**Frontier orbital gap**: 0.31902 hartree

The geometry in ORCA input format:
```
! wB97M-V def2-TZVPD RIJCOSX def2/J DEFGRID3
* xyz -1 1
O 1.12174 0.38481 2.08152
C 0.49117 0.09264 1.06155
O -0.76478 0.11464 0.87907
C 1.36255 -0.49038 -0.12113
C 0.69071 -0.29868 -1.46779
O 0.76652 1.00069 -1.98955
H 1.39538 -1.54467 0.15224
H 2.26775 0.10827 -0.10209
H 1.15151 -0.97853 -2.17183
H -0.34134 -0.63991 -1.45608
H 0.21225 1.58318 -1.44021
H -2.00922 2.33276 -0.78413
H -1.13787 1.53546 0.15280
O -1.12667 2.37896 -0.39016
H -1.28647 -2.19012 1.17192
H -1.27055 -1.24518 2.32425
O -1.52270 -2.14395 2.09962
*
```


What is the stability order? It is B, A, from most stable to least stable.